The following is a quantum chemistry calculation of a 11-piece molecular cluster, C30H76F30N6O5P5 overall at a distorted geometry, from the OMol25 dataset.

Last column: Löwdin charge in e.
Positions of all 152 atoms, in Å:
C  1.660563  2.003988  -7.650243  0.029
F  1.732962  -2.349647  1.834255  -0.189
H  2.340928  -1.815577  6.643209  0.115
H  0.788953  1.754338  -0.879042  0.085
H  -5.513195  -1.354061  2.594617  0.092
H  3.753913  -2.476615  4.829808  0.081
H  -5.257127  -6.360980  -3.521038  0.104
C  -0.366761  1.304726  4.885289  -0.157
H  -5.537517  -3.041794  2.119321  0.104
P  1.544349  -3.956619  2.050321  0.159
H  2.326441  5.692179  -0.646853  0.145
H  1.002765  -2.728261  -1.968137  0.132
H  1.970500  -2.060836  -4.004191  0.036
F  -2.929343  0.105489  -6.770149  -0.123
F  4.233609  3.586519  -0.689931  -0.165
C  0.917845  -0.289893  8.256073  -0.071
H  -4.607093  -0.429714  -1.744857  0.100
C  -0.276841  0.158927  -2.723441  0.001
F  -4.132530  3.291895  2.370502  -0.138
F  2.939251  -4.045969  2.848470  -0.165
C  3.614527  -1.410307  4.997590  -0.075
H  -0.990227  2.282004  8.217524  0.109
C  2.830574  4.481541  1.595298  0.002
H  1.636468  -0.917749  -0.079620  0.124
C  1.526249  4.994617  -0.397532  -0.095
C  -1.460318  -4.206036  -5.067399  0.019
H  2.885580  4.497812  2.682054  0.105
F  0.796193  -3.772630  3.476274  -0.180
H  1.857491  7.143965  1.146707  0.117
H  1.944217  -0.293312  8.609873  0.145
O  -0.635737  4.148475  -0.903567  -0.071
H  -0.920531  -3.320653  -4.750098  0.059
H  1.567213  -1.534968  5.130820  0.100
F  -2.739187  -1.190302  -4.860081  -0.153
F  4.959976  2.819114  -2.757985  -0.150
H  -1.203874  0.728212  -2.738411  0.110
H  -0.819064  -5.089290  -5.034213  0.091
H  -1.297260  0.606486  6.652207  0.138
H  0.357620  2.122184  4.951612  0.097
F  3.256515  -3.925204  -4.082045  -0.154
H  -6.521280  -0.481745  0.422366  0.178
H  3.009149  0.570649  6.738042  0.136
H  0.747822  1.679536  -8.158014  0.093
O  1.565369  1.927769  -5.304037  0.170
C  -4.501127  -5.648280  -3.205941  0.025
H  0.181851  0.745701  0.573781  0.098
P  -3.652535  2.393153  1.128931  0.213
F  -3.421639  3.749236  0.311992  -0.125
H  -3.532090  -6.068940  -5.025117  0.183
H  -1.939538  -0.478655  -0.582587  0.063
N  0.922319  0.560899  6.983637  -0.213
F  1.239648  -5.277563  -6.284767  -0.173
H  2.247251  -0.384608  -7.227837  0.175
C  0.023938  1.110187  -0.435433  -0.006
C  -0.050857  1.962204  8.660133  -0.116
H  0.671647  3.910169  2.700810  0.101
O  -2.817976  -3.502155  -3.265080  0.159
C  -0.329962  0.467765  6.173844  -0.106
H  1.072544  2.810898  6.965341  0.131
H  1.606687  3.075574  -7.484148  0.096
H  -5.098221  0.364314  0.210568  0.092
H  0.992274  0.099230  3.690996  0.098
C  -0.021393  0.499719  3.614998  -0.246
H  0.126451  0.289134  10.171749  0.121
C  2.148479  0.352211  6.103398  -0.101
P  2.233928  -4.547345  -5.211207  0.177
H  3.634958  -0.912330  4.029538  0.085
H  0.074883  2.482348  9.606912  0.118
H  -1.364827  1.716000  4.740182  0.121
H  2.131872  0.957676  5.204816  0.126
H  2.460436  1.833293  -8.373202  0.095
C  -5.617398  -0.704547  -1.457003  0.046
H  0.192627  6.588701  1.441481  0.098
H  -5.822661  -1.749406  -1.663375  0.097
F  -2.089698  2.409406  1.683723  -0.172
H  -1.512399  4.386305  -1.230112  0.100
H  0.594076  0.661997  -3.138172  0.099
C  1.762628  -1.944196  -2.049069  -0.183
H  -4.917746  -4.733595  -2.798371  0.087
N  -3.796566  -5.239607  -4.489785  0.099
F  3.066849  -3.900840  -6.426034  -0.151
C  -4.955511  -2.124929  2.052414  0.037
F  -5.186253  2.280813  0.581548  -0.160
N  1.520883  5.035462  1.115032  -0.339
N  2.134129  -0.097175  -6.254636  0.116
H  -0.482993  4.527375  1.522854  0.100
F  4.183566  0.789982  -2.366874  -0.171
H  0.384738  5.514131  -2.147030  0.136
H  0.513730  3.093542  1.142289  0.081
H  -4.461920  -4.756044  -5.099977  0.187
F  -0.485775  -1.492369  -5.303202  -0.218
H  2.074094  0.050084  -1.488321  0.093
H  -0.776255  -1.550859  0.155096  0.092
H  -1.782137  -4.050797  -6.101672  0.099
C  -1.020047  -1.021099  -0.768817  -0.007
F  -3.951517  1.044238  2.015198  -0.176
F  1.327716  -3.218035  -5.165400  -0.170
C  1.086628  1.934990  7.610076  -0.100
H  -0.246729  6.168151  -0.634072  0.116
H  1.377681  6.286049  2.730771  0.109
F  -1.378665  0.582068  -5.168211  -0.156
F  1.418151  -5.588472  2.167207  -0.183
C  -1.049039  -0.564646  3.368921  -0.084
F  -0.663804  -0.307299  -7.195149  -0.156
F  -3.117730  1.404633  -0.061113  -0.167
H  3.623065  5.126800  1.217948  0.113
C  -4.616953  -1.560572  0.706924  -0.380
O  -3.703599  -1.892298  0.047267  0.173
H  0.554694  -1.255303  7.914074  0.138
C  0.490574  4.058808  1.636229  -0.003
H  -0.344256  -0.597142  5.925425  0.124
C  2.342118  -1.130861  5.795674  -0.237
F  2.344568  -4.283713  0.653653  -0.180
F  2.735162  2.581608  -2.165310  -0.164
N  -5.571602  -0.528382  0.059357  0.096
H  4.460605  -1.110176  5.625957  0.079
C  1.243050  6.412671  1.660655  0.040
H  -1.084361  0.072161  9.077063  0.117
H  -1.116767  -1.808656  -1.512232  0.097
H  1.407581  -0.702433  -5.838026  0.137
P  -1.763226  -0.715852  -6.058570  0.217
C  -2.667319  -4.245417  -4.166728  -0.373
H  4.324340  0.194890  -6.011415  0.114
H  -2.058502  -0.149718  3.422228  0.070
C  1.726890  1.317202  -6.306432  -0.433
H  2.690973  -2.385341  -1.683025  0.140
C  0.196011  5.280488  -1.099417  -0.190
N  0.071180  -0.124759  -1.291586  -0.303
F  3.451593  1.442850  -0.260257  -0.164
C  1.452023  -0.773970  -1.141325  -0.070
H  -4.037505  -2.257927  2.622856  0.102
H  3.229970  0.337608  -4.600744  0.074
F  5.588401  1.770997  -0.834374  -0.163
H  2.934367  3.461345  1.233549  0.096
H  -0.939654  -0.934277  2.346219  0.064
H  -0.876900  1.683450  -0.644987  0.074
F  -2.143379  -2.045255  -6.922825  -0.155
H  1.852648  4.017115  -0.759839  0.104
H  3.536023  -1.308362  -5.357153  0.091
C  -0.066098  0.467910  9.112033  -0.153
O  1.908429  -1.363756  -3.326008  -0.108
F  1.426605  -5.293511  -4.034092  -0.156
H  -6.386487  -0.045790  -1.845378  0.109
F  3.142610  -5.902422  -5.268273  -0.169
H  -3.758267  -6.030902  -2.513487  0.114
H  0.002575  1.220192  2.794919  0.079
H  -0.936471  -1.443969  4.004099  0.078
H  2.053309  1.988362  8.108963  0.134
P  4.166564  2.191444  -1.507375  0.173
H  -0.422040  -0.769796  -3.265519  0.074
F  0.143802  -3.854168  1.263570  -0.174
C  3.472843  -0.233279  -5.492157  0.074

Cartesian forces, eV/Å:
C -0.4 -0.3 -0.5
F -0.1 0.1 0.4
H 0.0 0.5 0.4
H 0.4 -0.1 0.8
H -0.1 -0.1 0.1
H -0.3 0.0 -0.1
H -0.1 -0.1 0.5
C 0.9 -0.3 -0.3
H 0.0 -0.1 -0.7
P 1.5 -2.5 -0.9
H -0.2 0.1 -0.4
H -0.1 0.0 -0.4
H 0.0 0.0 0.7
F 0.2 -0.1 -0.1
F -0.5 0.2 -0.2
C -1.0 0.2 -1.8
H -0.2 -0.1 -0.6
C 0.4 0.2 0.4
F 0.0 -0.4 0.0
F 0.2 0.6 0.2
C 0.6 0.2 0.8
H 0.0 -0.1 0.0
C 0.4 0.7 -0.1
H -0.2 -0.4 0.0
C 0.3 0.2 -0.7
C -0.9 -0.4 0.0
H -0.4 0.1 0.0
F -0.4 0.5 -0.1
H 0.3 0.0 0.3
H 0.0 -0.2 0.1
O -0.1 0.4 -0.5
H 0.1 -0.3 -0.1
H -0.4 0.3 0.2
F -0.1 -0.3 -0.1
F -0.4 0.9 0.1
H 0.2 0.2 0.0
H -0.1 -0.1 0.2
H 0.6 0.3 1.1
H -0.3 0.2 0.2
F -0.7 0.4 -0.8
H 0.2 0.0 0.5
H -0.1 0.7 -0.1
H -0.1 0.0 0.1
O -0.2 -0.6 0.6
C 0.1 0.4 -0.9
H 0.0 0.6 0.2
P 0.9 0.6 1.6
F 0.3 -0.6 -0.7
H 0.6 0.1 0.1
H 0.1 0.2 -0.5
N 1.2 2.6 0.0
F -0.5 0.9 0.0
H -0.1 -0.4 0.1
C 0.7 0.0 -2.0
C 0.5 -1.2 0.5
H 0.1 0.1 0.0
O -1.2 -0.5 0.6
C -0.6 -1.3 -1.2
H -0.2 -0.5 -0.7
H -0.1 -0.1 0.2
H -0.3 0.6 0.4
H -0.1 -0.2 -0.1
C 0.2 0.7 0.6
H 0.5 0.5 0.0
C 0.4 -2.3 1.1
P 2.2 -3.7 0.0
H 0.0 0.1 0.0
H 0.5 0.8 -0.6
H 0.0 0.2 0.2
H -0.2 0.2 0.2
H 0.3 -0.4 0.4
C 0.5 0.0 1.0
H 0.0 0.3 0.1
H 0.0 0.0 -0.1
F -0.9 0.1 -0.2
H -0.1 -0.3 0.1
H -0.4 0.3 -0.2
C -0.2 0.4 0.7
H -0.2 -0.1 0.1
N -0.8 -0.2 0.6
F 0.1 0.4 0.2
C -0.4 1.6 1.0
F 0.2 -0.2 -0.4
N -0.4 -1.7 0.0
N 0.9 -0.1 -1.0
H -0.1 -0.4 -0.1
F -0.8 0.1 0.6
H 0.1 -0.2 -0.1
H 0.2 0.3 -0.3
H 0.0 0.2 0.1
F -0.6 0.2 -0.4
H 0.4 -0.2 0.2
H 0.6 0.4 0.1
H 0.0 -0.1 0.1
C 0.5 -1.0 -0.2
F 0.1 -0.3 0.0
F -0.4 0.2 0.1
C -0.9 1.0 1.5
H -0.2 0.1 -0.2
H 0.2 0.7 0.0
F 0.1 0.2 -0.4
F -0.8 0.6 0.5
C -0.2 -0.5 -1.0
F -0.3 0.3 -0.1
F -0.7 0.5 -0.3
H 0.1 -0.3 -0.1
C -0.5 -1.3 0.2
O 0.3 0.2 -0.5
H 0.3 -0.3 0.5
C -0.5 0.8 0.7
H -0.1 0.1 -0.3
C -0.6 -1.0 -1.8
F -0.4 1.2 0.2
F -0.2 0.1 0.4
N 0.2 -0.5 -0.8
H 0.2 0.2 -0.4
C -0.5 -1.4 -0.4
H 0.1 -0.2 -0.6
H -0.5 0.0 0.0
H -0.1 0.2 0.2
P 0.6 0.1 0.1
C 2.6 0.9 -1.0
H -0.3 0.0 -0.4
H 0.0 0.0 0.2
C 0.2 1.9 -0.5
H 0.1 0.0 0.0
C 0.4 0.3 1.3
N -1.5 -1.2 1.0
F -0.8 0.5 0.1
C 0.0 1.2 -0.4
H 0.2 -0.2 -0.3
H 0.6 -0.5 0.4
F -0.3 0.2 -0.1
H 0.1 0.1 -0.1
H 0.0 -0.2 0.1
H -0.3 -0.6 0.5
F 0.2 0.4 0.5
H 0.1 0.0 0.5
H 0.6 0.1 0.4
C -1.2 -0.3 0.9
O 0.1 -0.5 -0.7
F -1.0 1.0 0.5
H 0.1 0.1 -0.1
F 0.4 0.7 -0.3
H -0.1 -0.3 -0.1
H -0.1 -0.1 -0.1
H -0.1 0.1 0.1
H 0.1 -0.4 -0.1
P 2.9 -1.9 -1.0
H 0.1 0.1 0.3
F -0.4 0.1 0.0
C -1.5 -0.1 0.2

Output
**E**: -179510.986 eV
**ΔE to the lowest compared entry with this formula, charge and spin**: 11.91 kcal/mol
**Total charge**: +1
**2S+1**: 1
**Lowest unoccupied orbital energy**: -0.09510 Ha